(1)
A molecular structure, C21H20CuN3O5. Source: the Open Molecules 2025 dataset; level of theory: wB97M-V/def2-TZVPD.

Geometry as XYZ:
```
50
Properties=species:S:1:pos:R:3:nbo_charge:R:1
Cu 0.0506 -0.0630 -0.0287 1.463
C -3.2242 2.1553 1.2962 -0.657
C -1.9714 1.3200 1.3729 0.427
O -1.6302 0.8209 0.2132 -0.833
C -1.3111 1.1771 2.5463 -0.508
C -0.0743 0.4036 2.6838 0.243
C 1.1670 1.1471 3.1040 -0.657
N 0.0522 -0.8558 2.4554 -0.339
N -1.1128 -1.6016 2.2946 -0.398
C -1.3394 -2.0681 1.1170 0.510
O -0.6947 -1.7834 0.0243 -0.853
C -2.4589 -3.0447 0.9696 -0.002
C -3.1387 -3.5286 2.0835 -0.207
C -4.1739 -4.4345 1.9335 -0.228
C -4.5436 -4.8733 0.6673 -0.237
C -3.8685 -4.3936 -0.4455 -0.215
C -2.8326 -3.4827 -0.2948 -0.223
H -3.0736 2.9759 0.5941 0.214
H -4.0365 1.5397 0.9088 0.214
H -3.5085 2.5543 2.2681 0.198
H -1.6335 1.7615 3.3986 0.204
H 0.9044 1.9146 3.8343 0.202
H 1.8970 0.4622 3.5350 0.206
H 1.6090 1.6567 2.2475 0.252
H -2.8387 -3.1749 3.0604 0.236
H -4.6973 -4.8022 2.8085 0.199
H -5.3544 -5.5822 0.5514 0.197
H -4.1520 -4.7256 -1.4373 0.197
H -2.2995 -3.0930 -1.1499 0.233
C 4.4494 -2.0820 -0.6398 -0.716
C 3.0919 -1.5625 -0.6131 0.349
N 2.0232 -1.1649 -0.5691 -0.354
H 4.6260 -2.6744 0.2569 0.256
H 5.1594 -1.2570 -0.6701 0.256
H 4.5903 -2.7101 -1.5182 0.250
O 1.0561 5.1260 -1.9416 -0.711
C 0.4002 4.1087 -2.5217 0.437
C -0.3232 4.3637 -3.6892 -0.320
C -0.9809 3.3396 -4.3388 -0.181
C -0.9301 2.0411 -3.8403 -0.280
C -0.2253 1.7974 -2.6764 -0.120
C 0.4383 2.8089 -1.9905 -0.287
C 1.2097 2.5716 -0.7249 0.805
O 1.8606 3.5291 -0.2597 -0.704
O 1.2326 1.4194 -0.1904 -0.835
H 1.5471 4.6977 -1.1787 0.503
H -0.3399 5.3785 -4.0650 0.210
H -1.5347 3.5513 -5.2451 0.199
H -1.4439 1.2334 -4.3433 0.206
H -0.1960 0.7861 -2.2973 0.199
```

Values from the calculation:
- E_LUMO (spin up / spin down) (eV) = 2.4528 / 2.4528
- frontier orbital gap (spin up / spin down) (eV) = 6.86 / 6.82
- expectation value of S² = 0.75
- net charge = -1
- HOMO energy (spin up / spin down) (hartree) = -0.1619 / -0.1604
- total energy (eV) = -81451.0592
- spin multiplicity = 2

---

(2)
A gas-phase ion, C10H16N2O2 (charge +2). Source: the Open Molecules 2025 dataset; level of theory: wB97M-V/def2-TZVPD.

Geometry as XYZ:
```
30
Properties=species:S:1:pos:R:3:nbo_charge:R:1
C 0.0244 0.0516 0.5734 -0.192
C -1.1047 -0.9244 -1.9126 -0.214
C -1.1889 -0.2575 1.0855 0.001
C -1.7124 -0.0037 -2.3969 0.365
C -0.0758 -1.7890 -1.2805 -0.508
C -1.7727 0.9995 3.1993 -0.157
C -1.8835 2.0555 2.0751 -0.202
C 2.8525 0.6062 -0.6171 -0.243
C 3.2496 -0.5656 -1.4229 -0.191
C 0.7706 -0.9044 -0.3260 0.418
N -2.0433 0.6034 1.7792 -0.387
N 1.7935 -0.1808 -1.2080 -0.412
O -2.5822 0.9347 -2.6622 -0.633
O 1.6318 -1.5634 0.5908 -0.693
H 0.3155 1.0471 0.9572 0.238
H -1.4066 -1.2825 1.0076 0.235
H -0.6729 -2.4070 -0.5665 0.256
H 0.5066 -2.4980 -1.9369 0.286
H -0.8500 0.6401 3.5048 0.249
H -2.6046 0.8752 3.8210 0.257
H -2.8040 2.5371 1.9475 0.251
H -1.1127 2.6939 1.7415 0.256
H 3.0658 0.3835 0.3873 0.258
H 2.9185 1.7207 -0.8521 0.267
H 3.4954 -0.4722 -2.5145 0.261
H 3.6843 -1.3715 -0.8374 0.264
H -2.9786 0.4874 1.4066 0.466
H 1.4757 0.1408 -2.2012 0.476
H -2.7988 0.8850 -3.6240 0.530
H 1.8075 -2.4418 0.2823 0.498
```

Values from the calculation:
- E_LUMO (eV) = -6.5364
- frontier orbital gap (eV) = 9.35
- net charge = +2
- HOMO energy (hartree) = -0.5840
- total energy (eV) = -17682.0033
- SMILES = OC#CC[C@](O)(/C=C/[NH+]1CC1)[NH+]1CC1

---

(3)
3 unconnected molecules or ions with the total composition C17H40F3N2O7PS. Source: the Open Molecules 2025 dataset; level of theory: wB97M-V/def2-TZVPD.

Geometry as XYZ:
```
71
Properties=species:S:1:pos:R:3:mulliken_charge:R:1
C -4.1635 -0.5292 -2.4255 -0.729
C -3.8588 -1.0331 -3.8377 -0.585
C -2.4740 -0.7178 -4.3876 -0.708
C -1.2777 -1.4063 -3.7029 -0.270
O -1.6687 -2.2836 -2.6045 -0.280
P -0.5391 -2.2978 -1.4389 0.043
S -1.1519 -0.8754 0.1029 0.981
O -0.2860 -1.0577 1.2362 -0.662
O -2.5414 -1.0507 0.4280 -0.614
C -0.8295 0.8782 -0.4479 0.755
F -1.4243 1.1777 -1.6113 -0.190
F 0.4843 1.0433 -0.5945 -0.208
F -1.3197 1.6776 0.4974 -0.223
H -4.7875 -1.2684 -1.9307 0.253
H -4.7275 0.3950 -2.4138 0.390
H -3.2849 -0.4650 -1.8102 -0.081
H -4.0849 -2.0867 -3.9415 0.340
H -4.5596 -0.5315 -4.5021 0.337
H -2.4729 -1.0661 -5.4172 0.338
H -2.2743 0.3474 -4.4388 0.323
H -0.7222 -1.9910 -4.4273 0.365
H -0.6040 -0.6496 -3.3103 0.288
H -0.7830 -3.4594 -0.6715 0.110
C 0.0292 4.4857 -0.4050 -0.720
O 0.9867 5.5226 -0.4584 -0.348
C 2.3212 5.0853 -0.6781 -0.745
C 2.7946 5.3910 -2.0845 -0.192
N 2.1250 4.5563 -3.0751 -0.222
C 2.2929 4.9867 -4.4636 -0.717
C 1.8551 6.3926 -4.8652 -0.467
O 0.4571 6.6048 -4.8722 -0.428
C -0.1313 6.8463 -3.6086 -0.469
H -0.8856 4.9013 0.0150 0.298
H -0.2057 4.0974 -1.4035 0.209
H 0.3651 3.6665 0.2345 0.384
H 2.4360 4.0229 -0.4424 0.313
H 2.9494 5.6467 0.0185 0.399
H 3.8722 5.2098 -2.1429 0.381
H 2.6223 6.4606 -2.2576 0.154
H 1.1365 4.5303 -2.8701 0.003
H 1.7268 4.2819 -5.0773 0.367
H 3.3476 4.8626 -4.7302 0.387
H 2.1725 6.5366 -5.9009 0.349
H 2.3583 7.1742 -4.2833 0.350
H 0.5270 7.4233 -2.9546 0.266
H -0.4156 5.9116 -3.1178 0.120
H -1.0430 7.4207 -3.7719 0.314
C 1.2617 -7.4782 5.3371 -0.685
O 2.0737 -6.3312 5.4845 -0.334
C 2.5433 -5.7710 4.2655 -0.803
C 1.8329 -4.4777 3.9207 -0.177
N 0.4465 -4.7041 3.5332 -0.290
C -0.3852 -3.4962 3.4806 -0.495
C -0.5219 -2.6350 4.7310 -0.540
O -1.2692 -3.2158 5.7850 -0.449
C -0.5742 -4.1540 6.5807 -0.490
H 1.1843 -7.9518 6.3146 0.233
H 0.2491 -7.2257 5.0044 0.282
H 1.7037 -8.1930 4.6372 0.328
H 2.4770 -6.4923 3.4452 0.404
H 3.6016 -5.5425 4.4184 0.391
H 2.3563 -3.9979 3.0878 0.359
H 1.9173 -3.8205 4.7953 0.152
H 0.0251 -5.3515 4.1838 0.102
H -1.3887 -3.8248 3.1986 0.366
H -0.0193 -2.8694 2.6670 0.295
H -1.0830 -1.7454 4.4364 0.332
H 0.4448 -2.2735 5.1026 0.359
H 0.4758 -3.8806 6.7125 0.268
H -0.6452 -5.1613 6.1610 0.129
H -1.0495 -4.1743 7.5616 0.306
```

Values from the calculation:
- E_LUMO (eV) = 0.0884
- frontier orbital gap (eV) = 8.54
- HOMO energy (hartree) = -0.3106
- total energy (eV) = -63862.2236
- SMILES = CCCCOPS(=O)(=O)C(F)(F)F.COCCNCCOC.COCCNCCOC

---

(4)
A molecular structure, C4H8NO3. Source: the Open Molecules 2025 dataset; level of theory: wB97M-V/def2-TZVPD.

Geometry as XYZ:
```
16
Properties=species:S:1:pos:R:3:nbo_charge:R:1
C -0.4758 0.8379 -0.5671 -0.274
C 0.7497 0.6296 0.2714 -0.188
C 1.9683 0.1275 -0.3238 0.063
O 3.0198 -0.1410 0.3182 -0.683
N -1.3663 -0.2983 -0.5462 -0.697
C -2.7430 -0.0797 -0.0609 0.865
O -3.2906 -1.1183 0.3487 -0.788
O -3.1654 1.0780 -0.1551 -0.788
H -0.1260 0.9884 -1.6117 0.164
H -0.9530 1.7719 -0.2477 0.248
H 0.9718 -0.6226 -0.2775 0.283
H 0.9471 1.1881 1.1834 0.253
H 1.6152 -1.7301 1.1918 -0.009
H 2.2834 0.5214 -1.3332 0.188
H 1.5391 -2.0887 1.8293 0.002
H -0.9741 -1.0643 -0.0196 0.361
```

Values from the calculation:
- E_LUMO (eV) = 2.7669
- frontier orbital gap (eV) = 7.35
- net charge = -1
- HOMO energy (hartree) = -0.1684
- total energy (eV) = -11907.4520
- energy relative to the best compared isomer or geometry (same formula, charge and spin) (eV) = 5.842

---

Repeat the first record exactly.
A molecular structure, C21H20CuN3O5. Source: the Open Molecules 2025 dataset; level of theory: wB97M-V/def2-TZVPD.

Geometry as XYZ:
```
50
Properties=species:S:1:pos:R:3:nbo_charge:R:1
Cu 0.0506 -0.0630 -0.0287 1.463
C -3.2242 2.1553 1.2962 -0.657
C -1.9714 1.3200 1.3729 0.427
O -1.6302 0.8209 0.2132 -0.833
C -1.3111 1.1771 2.5463 -0.508
C -0.0743 0.4036 2.6838 0.243
C 1.1670 1.1471 3.1040 -0.657
N 0.0522 -0.8558 2.4554 -0.339
N -1.1128 -1.6016 2.2946 -0.398
C -1.3394 -2.0681 1.1170 0.510
O -0.6947 -1.7834 0.0243 -0.853
C -2.4589 -3.0447 0.9696 -0.002
C -3.1387 -3.5286 2.0835 -0.207
C -4.1739 -4.4345 1.9335 -0.228
C -4.5436 -4.8733 0.6673 -0.237
C -3.8685 -4.3936 -0.4455 -0.215
C -2.8326 -3.4827 -0.2948 -0.223
H -3.0736 2.9759 0.5941 0.214
H -4.0365 1.5397 0.9088 0.214
H -3.5085 2.5543 2.2681 0.198
H -1.6335 1.7615 3.3986 0.204
H 0.9044 1.9146 3.8343 0.202
H 1.8970 0.4622 3.5350 0.206
H 1.6090 1.6567 2.2475 0.252
H -2.8387 -3.1749 3.0604 0.236
H -4.6973 -4.8022 2.8085 0.199
H -5.3544 -5.5822 0.5514 0.197
H -4.1520 -4.7256 -1.4373 0.197
H -2.2995 -3.0930 -1.1499 0.233
C 4.4494 -2.0820 -0.6398 -0.716
C 3.0919 -1.5625 -0.6131 0.349
N 2.0232 -1.1649 -0.5691 -0.354
H 4.6260 -2.6744 0.2569 0.256
H 5.1594 -1.2570 -0.6701 0.256
H 4.5903 -2.7101 -1.5182 0.250
O 1.0561 5.1260 -1.9416 -0.711
C 0.4002 4.1087 -2.5217 0.437
C -0.3232 4.3637 -3.6892 -0.320
C -0.9809 3.3396 -4.3388 -0.181
C -0.9301 2.0411 -3.8403 -0.280
C -0.2253 1.7974 -2.6764 -0.120
C 0.4383 2.8089 -1.9905 -0.287
C 1.2097 2.5716 -0.7249 0.805
O 1.8606 3.5291 -0.2597 -0.704
O 1.2326 1.4194 -0.1904 -0.835
H 1.5471 4.6977 -1.1787 0.503
H -0.3399 5.3785 -4.0650 0.210
H -1.5347 3.5513 -5.2451 0.199
H -1.4439 1.2334 -4.3433 0.206
H -0.1960 0.7861 -2.2973 0.199
```

Values from the calculation:
- E_LUMO (spin up / spin down) (eV) = 2.4528 / 2.4528
- frontier orbital gap (spin up / spin down) (eV) = 6.86 / 6.82
- expectation value of S² = 0.75
- net charge = -1
- HOMO energy (spin up / spin down) (hartree) = -0.1619 / -0.1604
- total energy (eV) = -81451.0592
- spin multiplicity = 2

---

Which of these has the lowest total energy? C21H20CuN3O5